# 1
Formula: C2H4O4
Source: the OMol25 dataset
Level of theory: ωB97M-V/def2-TZVPD

Last column: natural (NBO) charge in e.
Element x y z (Å)
C -0.232785 0.145142 -0.097076  0.7801
C -1.697949 -0.320992 -0.031716  -0.7219
O 0.050595 1.242065 -0.442791  -0.6180
O 2.636375 0.468554 0.548991  -0.2842
O 0.508791 -0.921382 0.250401  -0.3843
O 2.273598 -0.572204 -0.100056  0.0262
H -2.279327 -0.037471 -0.923781  0.2412
H -2.101936 0.161809 0.898302  0.2418
H -1.549002 -1.418537 -0.022508  0.2366
H 2.391644 1.253016 -0.079766  0.4825

Cartesian forces, eV/Å:
-1.9 -2.1 -0.1
0.7 -0.4 0.6
1.8 1.5 -0.3
0.0 2.7 -0.7
2.5 1.5 -0.8
-2.9 -1.6 -0.2
0.5 0.2 0.4
0.0 -0.9 -0.9
-1.1 0.5 0.5
0.3 -1.4 1.4

Properties
- Gap between HOMO and LUMO: 0.31696 hartree
- Energy above the lowest of the compared OMol25 structures with the same formula, charge and spin: 6.607 eV

# 2
Formula: C5H7NO2
Source: the OMol25 dataset
Level of theory: ωB97M-V/def2-TZVPD

Last column: natural (NBO) charge in e.
Element x y z (Å)
C -0.155821 0.022429 1.269649  -0.0153
C 0.821783 -0.478238 0.187620  -0.0773
C -0.137601 -1.129106 -0.812927  -0.4289
C -0.437108 0.309709 -1.089668  -0.1758
C -1.147369 0.609278 0.218303  0.5719
H 0.526899 1.810355 1.626336  0.4822
H -0.594792 -0.742902 1.925759  0.2059
H 1.833537 -0.944975 0.590146  0.2180
H 0.408405 -1.588251 -1.632288  0.2145
H -0.922771 -1.816504 -0.548772  0.2147
H -0.797123 0.695613 -2.051954  0.2208
H 1.515405 0.376935 -1.489735  0.3534
N 0.921769 0.694059 -0.723068  -0.6032
O 0.330969 0.990968 2.127552  -0.6895
O -2.166181 1.190630 0.403048  -0.4915

Cartesian forces, eV/Å:
-0.2 0.0 -0.7
2.2 -1.6 2.1
0.9 -1.6 -0.9
-1.4 0.9 -0.9
0.0 0.3 0.0
-0.1 -0.7 0.3
0.1 -0.1 -0.6
-2.2 0.9 -0.9
0.2 0.0 -0.2
-0.4 -0.2 0.6
-0.3 -0.1 0.5
0.1 0.3 0.1
1.3 0.4 0.3
0.5 1.3 0.2
-0.7 0.3 0.2

Properties
- Gap between HOMO and LUMO: 0.36370 hartree
- Energy above the lowest of the compared OMol25 structures with the same formula, charge and spin: 2.192 eV

# 3
Formula: C40H53Cl3N2O4V
Source: the OMol25 dataset
Level of theory: ωB97M-V/def2-TZVPD

Last column: Löwdin charge in e.
Element x y z (Å)
V -0.597893 0.873156 -0.947714  1.1049
C 2.181996 -4.599795 2.473382  -0.0605
C 1.406356 -5.059923 1.239939  -0.5549
C 0.223187 -5.923959 1.699749  -0.0333
C 2.345386 -5.896659 0.359454  -0.0338
C 0.878433 -3.882858 0.429857  -0.1303
C 1.061639 -2.585460 0.807552  0.0613
C 0.514310 -1.551828 0.008653  -0.1394
N 0.524768 -0.231854 0.248089  0.0345
C 1.229420 0.512172 1.189762  -0.1763
C 2.350630 0.120264 1.930865  0.0495
C 2.932385 1.025491 2.792060  -0.1456
C 2.383512 2.318907 2.879213  0.0497
C 1.305735 2.765499 2.133483  -0.0733
C 0.742078 1.822305 1.257211  -0.2408
O -0.270872 2.108796 0.424823  -0.1636
C 0.771552 4.191623 2.219452  -0.5338
C 0.927703 4.879115 0.854641  -0.0298
C -0.707252 4.167053 2.634248  -0.0332
C 1.535008 5.017183 3.254923  -0.0613
C 4.151363 0.676762 3.644090  -0.5558
C 4.607250 -0.765810 3.425439  -0.0641
C 3.795955 0.850605 5.126806  -0.0384
C 5.312872 1.611674 3.281585  -0.0380
C -0.243198 -1.868914 -1.170613  -0.2131
O -0.760996 -0.853896 -1.797547  -0.1120
C -0.439552 -3.216987 -1.570895  -0.0713
C 0.138607 -4.162558 -0.765032  0.0672
C -1.247564 -3.558058 -2.817520  -0.5342
C -1.298892 -5.067035 -3.053024  -0.0593
C -0.599822 -2.905733 -4.048612  -0.0289
C -2.689859 -3.054108 -2.650005  -0.0312
H 2.551830 -5.470276 3.015529  0.0926
H 1.554757 -4.029425 3.161499  0.0911
H 3.046754 -3.989120 2.204407  0.0864
H 0.588333 -6.774136 2.277457  0.0921
H -0.346308 -6.319136 0.857932  0.0805
H -0.457428 -5.350221 2.330800  0.0943
H 2.734116 -6.738047 0.934630  0.0921
H 3.191659 -5.301825 0.012187  0.0948
H 1.837299 -6.304805 -0.514682  0.0803
H 1.564111 -2.345039 1.727468  0.0905
H 2.778465 -0.858646 1.798557  0.0898
H 2.851462 3.014561 3.560586  0.0996
H 0.370001 4.360598 0.076237  0.0720
H 1.978669 4.916237 0.560860  0.0940
H 0.560126 5.905415 0.914009  0.0897
H -1.317138 3.621511 1.916651  0.0695
H -1.087554 5.188168 2.702573  0.0888
H -0.823221 3.700794 3.614611  0.0938
H 2.591337 5.121219 3.000646  0.0899
H 1.458634 4.589379 4.256281  0.0911
H 1.107951 6.019991 3.292742  0.0906
H 3.829328 -1.483282 3.697352  0.0826
H 5.475284 -0.971891 4.052269  0.0910
H 4.901733 -0.949342 2.389875  0.0891
H 2.970099 0.195334 5.409183  0.0927
H 3.505575 1.876254 5.356376  0.0799
H 4.656764 0.603690 5.750362  0.0899
H 5.585687 1.505885 2.230152  0.0923
H 6.188799 1.373538 3.887222  0.0897
H 5.061720 2.657751 3.460158  0.0799
H 0.014403 -5.202242 -1.030035  0.1001
H -0.305770 -5.494199 -3.205378  0.0923
H -1.880667 -5.264008 -3.953799  0.0922
H -1.782639 -5.596279 -2.229616  0.0906
H 0.422896 -3.263241 -4.182501  0.0950
H -0.580412 -1.820593 -3.969584  0.0745
H -1.165805 -3.171825 -4.942813  0.0909
H -3.169035 -3.535439 -1.794960  0.0936
H -3.268872 -3.300640 -3.541587  0.0907
H -2.724868 -1.975374 -2.507950  0.0709
Cl 2.598212 3.438431 -6.985787  0.7129
C 1.631428 2.987296 -5.626295  -0.6557
C 2.246331 2.427790 -4.515913  -0.1018
C 1.450954 2.073255 -3.443698  -0.5327
Cl 2.134488 1.362544 -2.017877  0.8526
C 0.073278 2.266000 -3.457811  -0.3885
O -0.670837 1.916787 -2.402136  -0.2384
C -0.513201 2.830417 -4.585902  -0.5657
Cl -2.222058 3.076098 -4.612879  0.7594
C 0.261400 3.193654 -5.674805  -0.1071
H 3.314271 2.271242 -4.491660  0.1168
H -0.198175 3.631658 -6.548714  0.1152
O -2.402729 0.632184 -0.236892  -0.0410
C -3.457905 1.309877 -0.400504  -0.3816
C -4.646294 0.988999 0.451598  -0.0718
C -5.816937 0.413323 -0.359804  -0.1687
C -6.643113 1.464145 -1.093185  -0.1997
C -5.888268 2.260584 -2.152086  -0.1744
C -4.718003 3.066815 -1.606523  -0.1455
N -3.530644 2.252935 -1.318305  0.1331
H -4.960311 1.898585 0.972567  0.1368
H -4.302109 0.279955 1.201033  0.1300
H -6.463375 -0.124238 0.334477  0.1186
H -5.435678 -0.335236 -1.061056  0.1233
H -7.057239 2.161642 -0.357063  0.1201
H -7.499892 0.975808 -1.559988  0.1167
H -6.579354 2.961334 -2.624742  0.1193
H -5.523011 1.602061 -2.945684  0.1229
H -5.001752 3.612164 -0.702872  0.1317
H -4.389879 3.808641 -2.332263  0.1149
H -2.721920 2.398784 -1.915248  0.0961

Cartesian forces, eV/Å:
0.4 0.1 0.4
0.0 0.0 0.0
0.0 0.0 0.0
0.0 0.0 0.0
0.0 0.0 0.0
0.0 0.0 0.0
0.0 0.0 -0.1
0.2 -0.2 0.2
-0.3 0.4 -0.1
0.1 -0.2 -0.1
0.1 0.1 0.1
0.0 -0.1 0.0
-0.1 0.1 0.0
0.2 -0.1 0.1
-0.3 0.3 -0.2
0.1 -0.5 0.0
0.0 0.0 0.0
0.0 0.0 0.0
0.0 0.0 0.0
0.0 0.0 0.0
0.0 0.0 0.0
0.0 0.0 0.0
0.0 0.0 0.0
0.0 0.0 0.0
-0.2 0.1 -0.1
0.1 -0.1 0.3
0.2 -0.1 0.1
0.0 0.0 -0.1
0.0 0.0 0.0
0.0 0.0 0.0
0.0 0.0 0.0
0.0 0.0 0.0
0.0 0.0 0.0
0.0 0.0 0.0
0.0 0.0 0.0
0.0 0.0 0.0
0.0 0.0 0.0
0.0 0.0 0.0
0.0 0.0 0.0
0.0 0.0 0.0
0.0 0.0 0.0
0.0 0.0 0.0
0.0 0.0 0.0
0.0 0.0 0.0
0.0 0.0 0.0
0.0 0.0 0.0
0.0 0.0 0.0
0.0 0.0 0.0
0.0 0.0 0.0
0.0 0.0 0.0
0.0 0.0 0.0
0.0 0.0 0.0
0.0 0.0 0.0
0.0 0.0 0.0
0.0 0.0 0.0
0.0 0.0 0.0
0.0 0.0 0.0
0.0 0.0 0.0
0.0 0.0 0.0
0.0 0.0 0.0
0.0 0.0 0.0
0.0 0.0 0.0
0.0 0.0 0.0
0.0 0.0 0.0
0.0 0.0 0.0
0.0 0.0 0.0
0.0 0.0 0.0
0.0 0.0 0.0
0.0 0.0 0.0
0.0 0.0 0.0
0.0 0.0 0.0
0.0 0.0 0.0
0.0 0.0 0.0
0.1 0.0 0.0
-0.1 0.0 0.0
0.1 0.0 -0.1
-0.1 0.0 0.0
-0.2 0.0 0.1
-0.2 0.0 -0.1
0.3 0.0 -0.1
0.0 0.0 0.0
0.0 0.0 0.1
0.0 0.0 0.0
0.0 0.0 0.0
0.0 0.1 -0.2
0.0 0.1 -0.1
0.0 0.0 0.0
0.0 0.0 0.0
0.0 0.0 0.0
0.0 0.0 -0.1
0.1 0.0 0.0
-0.1 0.1 0.0
0.0 0.0 0.0
0.0 0.0 0.0
0.0 0.0 0.0
0.0 0.0 0.0
0.0 0.0 0.0
0.0 0.0 0.0
0.0 0.0 0.0
0.0 0.0 0.0
0.0 0.0 0.0
0.0 0.0 0.0
0.0 0.0 0.0

Properties
- Total charge: +1
- Multiplicity: 3
- Gap between HOMO and LUMO (spin up / spin down): 0.22385 / 0.20553 hartree
- Energy above the lowest of the compared OMol25 structures with the same formula, charge and spin: 0.000 eV

# 4
Formula: C54H61N8O3SSr
Source: the OMol25 dataset
Level of theory: ωB97M-V/def2-TZVPD

Last column: Löwdin charge in e.
Element x y z (Å)
Sr 0.797683 -1.263653 0.463544  1.3668
C -1.282352 1.851572 -0.480228  -0.0790
C -1.055212 1.878603 -1.966948  -0.2391
C -1.957786 2.570685 -2.764779  -0.0928
C -1.795877 2.658382 -4.136042  -0.1211
C -0.722380 2.001195 -4.717872  -0.0761
C 0.183126 1.272722 -3.959894  -0.1971
C 1.265041 0.508379 -4.668612  -0.0441
C 0.058194 1.231503 -2.545223  -0.2123
N 0.927613 0.459619 -1.776529  0.0599
C 2.242217 0.664434 -1.914356  -0.5743
O 2.809633 1.667684 -2.371667  -0.0222
C 3.101428 -0.541483 -1.589867  -0.1818
C 4.152122 -0.812434 -2.461330  -0.0018
C 4.871559 -1.983885 -2.294832  -0.0446
C 4.517086 -2.851846 -1.273530  -0.0020
C 3.465374 -2.505662 -0.437604  -0.1791
N 2.795845 -1.360299 -0.586914  -0.0372
C 3.036491 -3.499234 0.629831  -0.5169
O 3.845577 -4.380165 0.961270  0.0024
N 1.781407 -3.347749 1.027486  -0.0709
C 1.196006 -4.263196 1.915984  -0.2083
C 1.436277 -4.214110 3.298817  -0.1987
C 2.495996 -3.306338 3.850678  -0.0285
C 0.709419 -5.042008 4.145766  -0.0683
C -0.220764 -5.942452 3.652821  -0.1128
C -0.409399 -6.035184 2.283580  -0.0752
C 0.288709 -5.211545 1.409622  -0.2043
C 0.082603 -5.331461 -0.075323  -0.0387
H -2.333879 1.660665 -0.244839  0.0778
H -0.999717 2.807058 -0.036001  0.0521
H -0.662853 1.096146 -0.012059  0.0131
H -2.808324 3.056233 -2.292977  0.1035
H -2.497429 3.217924 -4.743799  0.0853
H -0.582766 2.048744 -5.793358  0.0976
H 1.025740 0.402090 -5.727750  0.0697
H 1.384950 -0.482060 -4.221477  0.0815
H 2.220604 1.027369 -4.571082  0.0737
H 4.366255 -0.104081 -3.248056  0.1120
H 5.684832 -2.231970 -2.966135  0.1023
H 5.020732 -3.792499 -1.105663  0.1112
H 2.398955 -2.301622 3.444312  0.0468
H 3.483259 -3.683480 3.571244  0.0831
H 2.434415 -3.258819 4.938607  0.0750
H 0.882573 -4.975172 5.214771  0.0987
H -0.779994 -6.578363 4.329245  0.0869
H -1.104662 -6.760809 1.873537  0.0969
H -0.421769 -6.267897 -0.321010  0.0719
H 1.034236 -5.295790 -0.606396  0.0853
H -0.512213 -4.501336 -0.457648  0.0597
C -3.808099 -1.577558 3.054806  -0.0870
C -3.410353 -1.329709 4.361893  -0.0815
C -2.142744 -0.839075 4.597307  -0.0215
C -1.285105 -0.559730 3.519037  -0.2315
N -1.672029 -0.839772 2.264841  0.0863
C -2.885598 -1.341286 2.052491  -0.1505
C 0.061306 0.010695 3.735594  -0.2435
C 0.317402 0.721685 4.920388  -0.0843
C 1.596068 1.159959 5.211341  -0.1233
C 2.620277 0.905789 4.305467  -0.1165
C 2.331480 0.282419 3.100974  -0.2358
C 1.053226 -0.192093 2.758978  -0.2365
H -4.798902 -1.949716 2.831185  0.0918
H -4.083120 -1.533467 5.186332  0.0996
H -1.802129 -0.687945 5.610552  0.0997
H -3.125353 -1.559157 1.014601  0.0973
H -0.487141 0.964894 5.608630  0.0888
H 1.793434 1.693952 6.134232  0.0851
H 3.634415 1.218269 4.536860  0.0915
H 3.144555 0.162875 2.385494  0.0750
C 1.108310 5.719442 -1.788508  -0.0948
C 1.774475 7.021638 -1.332248  -0.2522
C 1.821814 7.220127 0.188828  -0.1978
C 2.951353 6.457748 0.892416  -0.1983
N 2.811411 5.016480 0.851329  -0.0067
C 1.958439 4.158794 1.467480  -0.8092
S 1.850745 2.607336 0.863811  0.7709
N 1.239484 4.465827 2.575046  0.0156
C 0.743563 5.729142 3.084459  -0.1834
C -0.681526 6.068832 2.615389  -0.2036
C -1.794920 5.406891 3.436922  -0.2587
C -2.062910 3.946456 3.067877  -0.0931
H 0.986171 5.719772 -2.872423  0.0723
H 0.116667 5.618111 -1.341757  0.0726
H 1.676969 4.826948 -1.531129  0.0542
H 1.213018 7.857483 -1.759181  0.0973
H 2.790583 7.080564 -1.736084  0.1036
H 0.863447 6.908393 0.613588  0.0826
H 1.953470 8.284078 0.410758  0.1085
H 3.047327 6.798150 1.924532  0.0997
H 3.897979 6.685513 0.398642  0.1194
H 3.193795 4.567769 0.034303  0.0987
H 0.740809 3.647561 2.889497  0.0853
H 1.415326 6.528763 2.788910  0.0805
H 0.757768 5.674217 4.176712  0.1208
H -0.785529 5.774471 1.566973  0.1034
H -0.801601 7.155036 2.669363  0.1063
H -2.715352 5.977246 3.284826  0.0983
H -1.546681 5.480204 4.500342  0.1016
H -2.254826 3.853240 1.997648  0.0685
H -2.937423 3.571874 3.601801  0.0708
H -1.225128 3.293970 3.316586  0.0584
C -3.847600 -2.747871 -4.828978  -0.0194
N -3.209993 -2.578904 -3.539422  -0.0904
N -1.960966 -3.171404 -3.352130  0.0539
C -1.213279 -2.393795 -2.444602  -0.4007
O -0.116335 -2.722984 -2.020393  0.0071
C -2.039804 -1.246138 -2.173095  0.0771
C -3.181815 -1.370944 -2.883952  -0.2486
C -4.308791 -0.411037 -3.019979  -0.0046
C -1.810530 -4.569372 -3.453151  -0.1985
C -0.547162 -5.093559 -3.708014  -0.0075
C -0.368784 -6.466905 -3.722896  -0.0763
C -1.438951 -7.322205 -3.501681  -0.1001
C -2.700021 -6.794792 -3.266933  -0.0899
C -2.891340 -5.422701 -3.242899  -0.0304
H -3.659010 -3.755334 -5.189768  0.0820
H -3.476216 -2.030352 -5.568885  0.0984
H -4.922184 -2.613047 -4.716338  0.0901
H -1.751207 -0.435691 -1.527833  0.0914
H -4.151957 0.424394 -2.342290  0.0792
H -5.259508 -0.895141 -2.788741  0.0855
H -4.364438 -0.014875 -4.036052  0.0875
H 0.286982 -4.423617 -3.855749  0.1202
H 0.618116 -6.873366 -3.901559  0.1062
H -1.287099 -8.393728 -3.496927  0.0978
H -3.535968 -7.455102 -3.073394  0.0995
H -3.869336 -5.009043 -3.033366  0.1102

Cartesian forces, eV/Å:
-3.5 0.9 0.2
-0.1 0.1 -0.2
0.2 0.0 0.0
-0.1 0.0 0.0
0.0 0.0 0.0
0.0 0.0 0.0
0.0 0.0 0.1
0.0 0.1 0.1
-0.1 0.3 -0.1
0.1 -0.4 0.3
-0.3 0.6 -0.3
0.1 -0.3 -0.1
0.4 0.1 -0.3
0.1 0.0 0.1
-0.2 0.0 0.1
0.1 0.0 0.0
0.5 -0.2 -0.1
1.8 -0.2 -1.1
0.1 -0.6 0.3
0.0 0.1 -0.1
0.3 -0.4 0.0
0.0 -0.4 0.2
0.1 0.1 -0.1
0.0 -0.1 -0.1
0.0 0.0 0.0
0.0 0.0 0.0
0.0 0.0 0.0
0.1 0.1 0.0
0.0 0.0 0.1
0.0 0.0 0.0
0.1 0.0 0.1
0.0 0.0 0.2
0.0 0.0 0.0
0.0 0.0 0.0
0.0 -0.1 0.0
0.0 0.0 0.0
0.0 0.0 0.0
0.0 0.0 0.0
0.0 0.0 0.0
0.0 0.0 0.0
0.0 0.0 0.1
0.0 0.0 0.1
0.0 0.0 0.0
0.0 0.0 0.0
0.0 0.0 0.0
0.0 0.0 0.0
0.0 0.0 0.0
0.0 0.0 0.0
0.0 0.0 0.0
0.0 0.0 -0.1
-0.1 0.0 0.0
0.0 0.0 0.0
-0.1 0.0 -0.1
-0.2 -0.1 0.1
0.2 -0.1 -0.2
0.0 0.1 0.0
0.4 0.2 0.0
-0.2 0.0 0.0
0.0 0.0 0.0
0.2 0.0 -0.1
-0.1 0.0 0.2
0.1 0.1 0.5
0.0 -0.1 -0.1
0.0 0.0 0.0
0.0 0.0 0.0
-0.1 0.0 0.0
0.0 -0.1 0.0
0.0 0.0 0.0
0.0 0.0 0.0
0.1 0.0 0.1
0.1 0.1 0.0
-0.2 -0.1 0.1
0.2 -0.1 -0.1
-0.3 0.1 0.1
0.1 0.1 0.0
0.0 -0.3 -0.1
0.0 0.0 -0.2
0.1 0.2 0.1
-0.1 0.1 -0.2
0.0 -0.1 0.3
0.0 -0.1 -0.2
0.0 0.1 0.1
0.0 0.0 0.0
0.0 0.0 0.0
0.0 0.0 0.0
0.1 0.0 0.0
0.0 0.1 0.0
0.0 0.1 0.0
0.0 0.0 0.0
0.1 0.0 -0.1
0.0 0.0 0.0
0.0 0.0 0.0
0.0 -0.1 0.0
0.0 -0.1 0.1
0.0 0.1 0.0
0.0 0.1 0.0
0.0 0.0 0.0
0.0 0.0 0.0
0.0 0.1 0.0
0.0 -0.1 0.0
0.0 -0.1 0.0
0.0 -0.1 0.0
0.1 0.2 -0.2
-0.3 -0.3 0.3
0.3 0.3 -0.2
0.0 0.1 -0.2
0.0 0.0 0.3
0.0 0.0 0.1
0.0 -0.1 0.1
0.0 0.0 0.0
-0.1 -0.2 0.1
0.0 0.1 0.0
0.0 0.0 0.0
0.0 0.0 0.0
0.0 0.0 0.0
0.0 0.1 0.0
0.0 0.0 0.0
0.0 0.0 0.0
0.0 0.0 0.0
-0.1 0.0 -0.1
0.0 0.0 0.0
0.0 0.0 0.0
0.0 0.0 0.0
0.0 0.0 0.0
0.0 0.0 0.0
0.0 0.0 0.0
0.0 0.0 0.0
0.0 0.0 0.0

Properties
- Total charge: -1
- Gap between HOMO and LUMO: 0.24413 hartree
- Energy above the lowest of the compared OMol25 structures with the same formula, charge and spin: 2.138 eV

- Among the records above, which one has the highest energy above the lowest of the compared OMol25 structures with the same formula, charge and spin?
  C2H4O4